This record from OMol25 describes a cluster of 7 separate species, C46H70F10N8O14P2 in total in a non-equilibrium geometry. The level of theory is the ωB97M-V functional and the def2-TZVPD basis.

- 2S+1 = 1
- E_tot (hartree) = -4967.73349
- F_max (hartree/bohr) = 0.0423
- gap between HOMO and LUMO (eV) = 7.169
- LUMO (eV) = -0.70

The geometry in XYZ format:
```
150
Properties=species:S:1:pos:R:3:forces:R:3
C -4.91841 -0.51233 6.38598 0.02 0.69 0.24
O -5.91958 0.11726 5.59121 0.09 -0.38 -0.07
C -5.97016 -0.27231 4.25183 -0.10 0.01 0.04
C -5.24941 0.65956 3.29268 -0.42 -0.31 0.31
C -5.62367 0.90997 2.03788 0.43 -0.14 0.17
C -6.84825 0.30312 1.39247 0.17 0.52 -0.43
F -7.97370 0.56530 2.08576 -0.16 -0.18 0.27
F -7.03674 0.83109 0.16055 0.12 0.11 -0.14
C -6.74254 -1.23185 1.15483 -0.65 -0.12 -0.32
F -5.45928 -1.59888 0.97300 0.27 0.09 -0.01
F -7.22922 -1.90486 2.20660 0.06 0.00 0.29
C -7.54803 -1.73693 -0.08704 0.22 -0.85 0.59
F -6.92265 -1.50795 -1.21884 0.03 0.43 -0.34
F -7.65548 -3.06953 0.04287 0.03 -0.14 -0.02
F -8.77546 -1.24748 -0.09434 -0.21 0.39 -0.14
C -4.73860 1.86816 1.26650 -0.26 -0.45 0.18
O -5.22681 2.78149 0.66780 0.04 0.52 -0.41
C -3.25905 1.63374 1.45689 0.44 -0.16 0.09
C -2.29621 1.69510 0.44268 0.11 0.16 -0.43
C -2.79085 1.92769 -0.97433 -0.47 0.12 0.52
C -3.33110 0.70129 -1.73012 -0.13 0.00 -0.08
O -4.60601 0.30245 -1.27605 0.24 0.16 0.46
C -2.44029 -0.56535 -1.83730 0.02 0.10 -0.78
F -1.46915 -0.67462 -0.92501 0.04 0.01 0.27
F -1.84386 -0.59114 -3.05167 0.17 0.04 0.02
F -3.16416 -1.68489 -1.76417 -0.12 -0.15 0.17
C -0.92211 1.55562 0.74588 0.10 -0.12 0.39
C 0.22366 1.70288 -0.25589 -0.39 -0.31 0.09
C 0.07769 1.73062 -1.77039 1.18 0.87 -0.60
C 0.08928 3.19000 -2.27385 -0.74 -0.74 0.47
O 1.25730 1.05969 -2.25324 -0.38 0.00 0.18
C 1.32924 1.01503 -3.66825 0.63 -0.48 -0.06
C 1.88211 -0.32833 -4.06871 0.04 -0.23 -0.03
C 3.11363 -0.75039 -3.57445 0.11 -0.45 -0.20
C 3.59736 -2.01021 -3.91447 -0.21 -0.06 -0.04
C 2.87060 -2.86416 -4.74166 -0.12 0.27 0.01
C 1.64433 -2.44818 -5.25178 0.28 0.34 0.41
C 1.17042 -1.18535 -4.90330 -0.11 0.06 -0.07
C -0.54697 1.27710 2.09200 -0.62 0.78 0.22
P 1.23109 1.01208 2.46018 0.37 -1.78 -1.19
N 1.66345 -0.40384 1.96521 -0.26 0.38 0.27
O 1.55454 1.17291 4.00853 0.07 0.81 0.22
O 2.12999 2.13780 1.79566 -0.57 0.45 0.42
C -1.53801 1.15414 3.09762 0.89 0.26 0.40
P -1.31052 0.66862 4.90563 -1.11 -0.49 0.71
N -0.22839 -0.70658 4.88500 -0.65 0.41 -0.60
O -0.47183 1.89861 5.60745 0.10 -0.42 -0.24
C -2.87986 1.36767 2.77482 0.23 -0.29 -0.17
C -3.99856 1.33208 3.78433 0.14 -0.12 -1.00
O -3.94211 1.85190 4.85349 0.04 0.62 0.82
H -4.26413 -1.15958 5.80506 -0.10 -0.22 -0.06
H -5.40233 -1.04005 7.20537 -0.02 -0.28 -0.08
H -4.28853 0.26387 6.81559 0.08 0.06 0.01
H -7.01814 -0.36962 3.98836 -0.08 0.18 -0.12
H -5.53706 -1.26652 4.09067 0.12 -0.09 0.15
H -3.66237 2.56866 -0.87573 -0.16 -0.01 -0.17
H -2.13815 2.53493 -1.57819 0.32 -0.16 -0.11
H -3.50163 1.02957 -2.75156 0.09 -0.06 -0.17
H -4.47358 -0.12019 -0.41872 -0.21 -0.19 -0.01
H 0.94098 0.91350 -0.04727 -0.01 -0.18 -0.03
H 0.74641 2.61537 0.01394 0.05 0.15 0.01
H -0.75492 1.21193 -2.21403 -0.26 -0.17 0.23
H 1.10220 3.57220 -2.33444 0.11 0.05 0.01
H -0.49627 3.77433 -1.56860 0.14 0.41 -0.03
H -0.44448 3.27250 -3.21009 0.23 0.14 -0.31
H 0.36133 1.17287 -4.14410 -0.14 0.05 0.05
H 2.03248 1.77496 -4.02327 -0.18 0.29 -0.02
H 3.70640 -0.12942 -2.91678 -0.12 0.16 0.06
H 4.53809 -2.36239 -3.51549 0.12 0.10 0.05
H 3.25670 -3.84419 -4.97533 -0.06 -0.12 -0.05
H 1.05336 -3.10228 -5.87155 0.00 -0.12 -0.08
H 0.21177 -0.85095 -5.28260 -0.06 -0.04 -0.01
H 0.87458 -0.88625 1.55027 0.22 -0.22 -0.15
H 2.18237 0.47433 4.23455 -0.17 -0.23 -0.01
H 1.99889 3.01894 2.20773 0.56 0.14 -0.13
H -0.76724 -1.42640 5.36169 0.30 -0.12 0.27
H -0.18498 -1.02687 3.91633 0.66 -0.09 0.08
H 0.32201 1.50668 5.99340 0.21 0.28 -0.13
C 1.90816 -4.10540 8.38175 -0.07 0.00 -0.01
C 1.35562 -3.14805 7.35260 0.02 0.18 -0.18
O 0.17389 -3.12139 7.05213 -0.26 -0.17 0.09
N 2.22256 -2.29411 6.74914 0.11 -0.06 0.12
C 3.65156 -2.16480 6.95688 -0.27 0.17 -0.25
H 1.09238 -4.71145 8.76274 -0.05 0.03 -0.04
H 2.65439 -4.76220 7.93342 0.07 0.03 0.07
H 2.35779 -3.55947 9.21190 0.09 -0.05 -0.02
H 1.77561 -1.68813 6.07334 -0.05 -0.01 -0.02
H 3.88710 -1.15251 7.29161 0.12 -0.04 0.07
H 4.17953 -2.35083 6.01977 0.11 -0.04 0.06
H 4.00288 -2.86974 7.70249 -0.01 -0.02 0.02
C -0.47219 -7.17758 -4.22486 0.03 -0.07 -0.04
C 0.45212 -5.98722 -4.15114 0.12 0.14 0.05
O 1.17295 -5.66257 -5.08623 0.01 -0.18 -0.14
N 0.46535 -5.27255 -3.00135 -0.12 -0.09 -0.06
C -0.30087 -5.50225 -1.79216 0.26 0.28 -0.05
H -0.36281 -7.64010 -5.20152 0.04 0.07 -0.03
H -0.20456 -7.90510 -3.45708 -0.08 0.03 0.05
H -1.51145 -6.87183 -4.09685 0.00 -0.05 0.08
H 1.10135 -4.48892 -3.02204 -0.01 0.02 0.01
H -0.91966 -4.62848 -1.57733 -0.08 -0.07 0.05
H 0.37730 -5.66454 -0.95349 -0.08 -0.09 0.05
H -0.94070 -6.37118 -1.89644 0.02 -0.03 -0.02
C 4.73883 5.17024 4.08474 -0.09 0.05 0.00
C 4.13715 4.61274 2.81961 0.05 -0.11 -0.10
O 2.92673 4.61097 2.62494 -0.21 0.08 0.12
N 4.97660 4.10231 1.89036 0.00 0.15 0.11
C 6.42424 4.01391 1.93633 -0.22 -0.13 -0.25
H 3.93646 5.53425 4.71853 -0.05 -0.02 -0.05
H 5.28646 4.39478 4.62100 0.08 0.05 -0.01
H 5.41091 5.99847 3.85810 0.08 -0.05 0.05
H 4.50324 3.73968 1.07610 0.01 -0.09 0.02
H 6.85377 4.55921 1.09415 0.10 0.01 0.07
H 6.73056 2.96958 1.86520 0.10 0.03 0.05
H 6.81099 4.43211 2.85886 -0.03 0.02 0.02
C 3.39971 -8.91197 -3.82901 -0.03 0.06 0.04
C 2.54644 -9.40233 -2.68330 0.00 0.08 -0.01
O 1.87705 -8.63842 -2.00665 -0.09 0.01 0.02
N 2.54430 -10.73767 -2.42599 0.08 0.07 -0.12
C 3.26881 -11.78690 -3.11781 -0.24 -0.02 0.31
H 3.29039 -7.83418 -3.90586 -0.07 0.00 0.03
H 4.45005 -9.14898 -3.65445 0.00 -0.05 -0.09
H 3.07761 -9.36279 -4.76839 0.09 -0.03 -0.02
H 1.95489 -10.99615 -1.65069 0.00 -0.02 0.01
H 2.56565 -12.51373 -3.52800 0.09 -0.04 -0.09
H 3.93057 -12.30220 -2.41949 0.08 -0.04 -0.10
H 3.86311 -11.37894 -3.92764 0.00 0.04 0.00
C -0.99651 5.98030 -4.56364 -0.05 -0.04 -0.02
C -2.29115 5.57170 -3.90442 0.05 -0.09 0.07
O -2.36749 4.57515 -3.19880 -0.29 0.06 -0.10
N -3.38121 6.35267 -4.11295 0.12 0.01 -0.06
C -3.47913 7.56226 -4.90738 -0.27 -0.18 0.21
H -0.22634 5.26664 -4.29303 0.01 0.02 0.07
H -1.10316 5.98970 -5.64975 0.00 0.11 0.00
H -0.68543 6.96531 -4.21635 0.06 0.01 -0.08
H -4.20898 6.02282 -3.64168 -0.01 0.02 0.01
H -3.79620 8.39409 -4.27628 0.06 0.09 -0.08
H -4.21895 7.42609 -5.69801 0.06 0.09 -0.07
H -2.52435 7.80817 -5.35832 0.03 -0.02 0.01
C 3.30057 5.39134 -1.18077 -0.04 0.01 0.01
C 2.94518 6.34143 -2.30166 -0.07 -0.02 0.00
O 1.80441 6.44891 -2.71875 -0.02 -0.01 -0.03
N 3.95174 7.08389 -2.83552 0.03 -0.11 0.12
C 5.35559 7.09028 -2.47052 -0.20 0.21 -0.28
H 2.39873 4.87753 -0.86097 -0.02 0.05 -0.02
H 4.02620 4.65004 -1.52204 0.05 0.03 0.06
H 3.70958 5.94047 -0.33080 0.06 -0.07 0.01
H 3.64915 7.69619 -3.57632 0.01 0.01 -0.01
H 5.64970 8.09055 -2.14792 0.10 -0.05 0.07
H 5.96381 6.81226 -3.33282 0.10 -0.04 0.08
H 5.55002 6.39089 -1.66495 -0.03 -0.02 0.01
```
Forces are in eV/Å.